Record 1
C30H28F9GeN3O4PRuS2 | ωB97M-V/def2-TZVPD

CARTESIAN COORDINATES (ANGSTROEM)
Ru -0.249 0.313 1.002
C -1.327 -5.287 2.434
C -0.722 -4.009 2.972
O 0.556 -3.813 2.364
P 0.888 -2.332 1.752
S 0.716 -0.965 3.177
S -0.366 -1.986 0.236
O 2.383 -2.633 1.279
C 3.338 -3.039 2.261
C 4.684 -2.487 1.852
H -2.294 -5.473 2.907
H -0.671 -6.139 2.628
H -1.475 -5.201 1.357
H -0.579 -4.057 4.054
H -1.376 -3.159 2.759
H 3.344 -4.131 2.305
H 3.047 -2.656 3.243
H 4.944 -2.824 0.847
H 5.456 -2.825 2.547
H 4.658 -1.397 1.853
C -2.187 2.324 -1.706
Ge -0.662 1.134 -1.281
C 0.786 2.280 -2.029
C 1.339 3.309 -1.266
C 2.255 4.203 -1.803
C 2.647 4.085 -3.129
C 2.106 3.072 -3.909
C 1.183 2.187 -3.363
C -0.849 -0.307 -2.661
C -2.078 -0.500 -3.243
C -2.293 -1.478 -4.242
C -1.263 -2.258 -4.674
C 0.028 -2.110 -4.107
C 1.113 -2.921 -4.528
C 2.345 -2.788 -3.956
C 2.549 -1.840 -2.928
C 1.524 -1.042 -2.507
C 0.232 -1.144 -3.089
H -2.173 2.527 -2.780
H -2.043 3.266 -1.175
H -3.156 1.919 -1.421
H 1.046 3.426 -0.231
H 2.658 4.995 -1.181
H 3.364 4.779 -3.553
H 2.400 2.971 -4.948
H 0.773 1.406 -3.995
H -2.919 0.112 -2.936
H -3.284 -1.598 -4.666
H -1.414 -3.005 -5.447
H 0.941 -3.655 -5.309
H 3.167 -3.417 -4.281
H 3.519 -1.758 -2.453
H 1.684 -0.351 -1.683
C 2.630 1.021 1.001
O 1.666 0.212 0.409
H 3.618 0.705 0.636
H 2.631 0.934 2.100
H 2.513 2.082 0.753
N 0.021 2.203 1.786
C 0.132 3.273 2.202
C 0.293 4.571 2.688
C -0.160 5.678 1.934
N -0.515 6.600 1.335
C 0.919 4.794 3.936
N 1.433 4.998 4.951
F -4.849 2.473 2.371
C -3.549 2.108 2.303
F -3.019 2.730 1.253
F -2.948 2.590 3.398
C -3.354 0.557 2.192
O -2.146 0.219 1.826
C -4.437 -0.012 1.195
F -4.105 -1.234 0.788
F -5.682 -0.093 1.726
F -4.541 0.756 0.095
C -3.645 -0.063 3.609
F -2.613 0.113 4.428
F -4.734 0.454 4.225
F -3.853 -1.390 3.508

Forces on the atoms, in the same order (eV/Å):
Ru 1.47 0.47 0.03
C 0.01 0.01 -0.02
C -0.14 0.05 0.02
O 0.26 0.20 -0.10
P -0.77 -0.38 0.20
S 0.04 -0.01 -0.12
S 0.24 -0.02 0.11
O -0.11 -0.03 -0.10
C 0.10 0.08 0.02
C 0.03 -0.01 0.02
H 0.00 0.00 0.00
H 0.00 0.00 0.00
H -0.01 0.00 0.00
H 0.01 0.01 0.00
H 0.03 -0.03 0.01
H -0.01 -0.01 -0.01
H 0.00 0.01 -0.01
H 0.00 0.00 0.00
H 0.01 0.01 0.00
H -0.01 -0.01 0.00
C -0.02 -0.01 0.09
Ge 0.00 -0.11 -0.10
C -0.01 0.01 0.03
C -0.03 0.03 -0.04
C 0.03 0.00 -0.02
C 0.00 0.01 0.02
C -0.01 -0.02 0.00
C 0.04 0.01 0.01
C -0.01 0.03 0.00
C 0.01 0.00 0.02
C 0.00 0.00 0.00
C 0.00 0.01 0.00
C -0.01 0.01 0.01
C 0.01 0.00 0.00
C 0.01 0.01 0.00
C -0.01 -0.02 -0.01
C -0.02 0.02 0.07
C 0.02 0.01 0.01
H 0.00 -0.01 0.02
H 0.00 0.01 0.01
H 0.00 -0.01 0.00
H -0.03 0.00 0.01
H 0.00 0.00 0.00
H 0.00 0.00 0.00
H 0.00 0.00 0.00
H -0.01 -0.02 0.00
H 0.00 0.00 0.00
H 0.00 0.00 0.00
H 0.00 0.00 0.01
H 0.00 0.00 0.00
H 0.00 0.00 0.00
H 0.00 0.00 0.00
H -0.01 -0.07 -0.04
C 0.08 -0.03 0.15
O -0.96 0.06 -0.03
H 0.01 0.02 0.01
H -0.02 0.00 -0.06
H 0.02 0.00 0.01
N -0.28 -0.06 -0.15
C 0.02 -0.11 0.04
C 0.04 0.11 0.08
C 0.04 -0.07 0.04
N -0.03 0.05 -0.04
C -0.05 -0.02 -0.10
N 0.03 0.01 0.07
F -0.05 0.03 0.00
C 0.01 -0.01 -0.05
F 0.01 0.01 -0.08
F 0.01 0.00 0.06
C -0.18 0.04 0.17
O 0.14 -0.29 -0.27
C -0.07 0.03 0.02
F 0.00 -0.01 0.01
F 0.11 0.01 -0.04
F 0.01 -0.01 0.05
C -0.01 0.00 0.00
F 0.00 -0.02 -0.01
F 0.04 -0.03 -0.05
F 0.00 0.01 0.02

* HOMO-LUMO gap (alpha / beta): 7.02 / 6.80 eV
* multiplicity: 2
* max |F|: 1.5 eV Å⁻¹
* expectation value of S²: 0.757
* HOMO level (alpha / beta): -2.69 / -2.46 eV
* net charge: -2
* DFT total energy: -158745.9934 eV
* E_LUMO (alpha / beta): 4.331 / 4.331 eV

Record 2
H32O20S | ωB97M-V/def2-TZVPD

CARTESIAN COORDINATES (ANGSTROEM)
S -0.181 -0.219 0.224
O 0.081 -1.173 -0.799
O 0.475 1.033 -0.118
O -1.566 0.002 0.289
O 0.409 -0.642 1.459
O -2.461 2.124 1.581
H -2.582 2.848 0.964
H -2.106 1.348 1.096
O 3.794 0.850 -1.032
H 3.284 0.065 -1.391
H 3.172 1.573 -1.225
O 2.407 -1.313 -2.158
H 2.411 -1.004 -3.035
H 1.461 -1.373 -1.971
O 0.985 0.142 3.821
H 0.731 1.055 3.859
H 0.777 -0.163 2.930
O -3.006 -1.885 -1.213
H -2.275 -1.672 -0.624
H -2.903 -1.233 -1.912
O 2.982 -2.765 0.394
H 2.121 -3.050 0.114
H 2.845 -1.886 0.811
O 2.168 2.821 -0.172
H 2.258 3.162 -1.089
H 1.549 2.097 -0.299
O -3.926 -0.831 1.319
H -4.285 -1.003 0.457
H -3.041 -0.588 1.074
O 0.330 -3.717 -0.217
H 0.145 -2.781 -0.463
H -0.178 -4.007 0.578
O -3.183 1.156 -1.275
H -3.397 0.844 -2.140
H -2.632 0.533 -0.774
O 0.479 -2.791 2.766
H -0.429 -2.866 3.014
H 0.451 -1.946 2.292
O 0.634 2.459 2.365
H 0.001 3.196 2.432
H 0.539 1.976 1.547
O -0.411 -1.981 -3.052
H -0.342 -1.612 -2.186
H -1.180 -1.606 -3.485
O -0.687 1.340 -2.487
H -1.558 1.570 -2.155
H -0.273 1.027 -1.710
O -0.841 3.680 -0.356
H -1.216 3.875 -1.198
H -0.211 2.945 -0.384
O 3.098 0.050 1.439
H 2.170 0.037 1.561
H 3.132 0.323 0.513

Forces on the atoms, in the same order (eV/Å):
S 4.20 0.84 1.22
O 0.44 -1.93 -1.66
O -0.02 1.14 -0.68
O -4.48 0.03 0.75
O -0.35 -0.58 0.72
O -0.19 -0.12 0.61
H 0.34 -0.23 -0.34
H -0.34 1.04 0.33
O -0.82 -0.79 -1.37
H 0.79 0.41 0.27
H 0.62 -0.20 0.56
O 0.20 -0.29 1.14
H 0.12 0.52 -1.93
H 0.24 -0.05 0.39
O 0.35 -0.91 1.29
H -0.12 0.68 -0.47
H -0.11 0.49 0.48
O -0.41 -0.16 -0.36
H 0.12 -0.16 0.10
H 0.03 -0.18 -0.06
O 0.92 0.82 0.56
H -0.83 -0.46 -0.09
H 0.33 -0.56 -0.18
O 0.79 1.68 -1.57
H -0.11 0.19 0.92
H -0.12 -0.54 0.39
O -0.78 -0.26 0.75
H -0.50 -0.31 -0.61
H 0.76 0.29 0.38
O -0.51 -0.79 0.24
H -0.23 -0.87 0.72
H 0.77 1.02 -0.89
O -0.69 1.37 0.18
H -0.17 -0.62 -0.60
H 0.01 -0.14 -0.18
O 0.35 -0.76 0.13
H -0.94 -0.27 0.59
H 0.41 -0.24 -0.15
O 0.11 1.08 1.43
H 0.18 -0.88 -0.71
H -0.39 0.19 -0.43
O -0.10 -1.12 -2.54
H -0.46 0.65 0.95
H 0.11 0.13 0.15
O -0.78 0.62 -2.24
H -0.36 0.23 0.08
H 1.26 -0.33 1.23
O 0.07 0.54 1.41
H 0.03 -0.37 -1.02
H -0.35 0.15 -0.43
O 1.09 -0.27 -0.21
H -1.36 -0.06 0.89
H 0.88 0.34 -0.13

* HOMO-LUMO gap: 8.61 eV
* multiplicity: 1
* max |F|: 4.5 eV Å⁻¹
* HOMO level: -4.18 eV
* net charge: -2
* DFT total energy: -52308.4376 eV
* E_LUMO: 4.429 eV

Record 3
C2H10N4 | ωB97M-V/def2-TZVPD

CARTESIAN COORDINATES (ANGSTROEM)
H -0.048 0.979 2.231
N 0.884 1.199 1.883
C 1.560 0.127 1.742
N 2.923 0.289 1.534
H 1.202 -0.902 1.754
H 3.387 -0.374 0.930
H 3.160 1.219 1.222
N -2.093 -1.627 -1.917
C -1.365 -0.644 -1.116
N -1.588 0.723 -1.597
H -1.697 -1.462 -2.847
H -3.008 -1.250 -2.157
H -1.556 -0.926 -0.061
H -0.264 -0.699 -1.131
H -2.168 1.243 -0.954
H -0.865 1.200 -2.096

Forces on the atoms, in the same order (eV/Å):
H -0.10 0.07 -0.37
N -0.51 -0.72 0.61
C 0.75 1.31 -0.40
N 0.17 -0.63 -0.65
H -0.02 0.00 0.28
H -0.15 -0.34 0.20
H -0.15 0.29 0.30
N 0.92 0.16 -1.36
C 0.85 0.48 0.06
N -1.63 -0.73 1.31
H 0.25 -0.71 0.02
H -0.28 0.10 0.92
H -0.51 1.17 -0.29
H -0.27 -1.13 -0.59
H 0.41 0.53 -0.48
H 0.27 0.14 0.43

* HOMO-LUMO gap: 9.91 eV
* multiplicity: 1
* max |F|: 2.2 eV Å⁻¹
* HOMO level: -9.05 eV
* DFT total energy: -8195.6431 eV
* SMILES: [H]/N=C/N.NCN
* E_LUMO: 0.862 eV

Record 4
C33H28N5NdS | ωB97M-V/def2-TZVPD

CARTESIAN COORDINATES (ANGSTROEM)
Nd -0.743 -16.039 2.674
C -2.395 -14.048 5.155
C -1.074 -14.394 5.762
C -0.827 -13.957 7.068
C 0.385 -14.272 7.611
C 1.302 -14.927 6.834
C 0.945 -15.417 5.600
N -0.272 -15.154 5.078
C 1.849 -16.336 4.876
C 2.954 -16.921 5.481
C 3.678 -17.888 4.780
C 3.375 -18.130 3.464
C 2.370 -17.406 2.893
N 1.595 -16.562 3.580
C 2.092 -17.493 1.407
C 3.013 -17.948 0.517
C 2.701 -17.940 -0.831
C 1.444 -17.565 -1.265
C 0.518 -17.111 -0.310
C -0.786 -16.512 -0.660
N 0.843 -17.108 0.993
H -3.101 -13.934 5.971
H -2.797 -14.739 4.489
H -2.354 -13.137 4.632
H -1.579 -13.365 7.570
H 0.643 -13.988 8.627
H 2.322 -15.116 7.207
H 3.166 -16.813 6.566
H 4.371 -18.566 5.326
H 3.871 -18.904 2.922
H 3.987 -18.320 0.749
H 3.427 -18.272 -1.524
H 1.195 -17.566 -2.334
H -1.133 -16.740 -1.677
H -0.672 -15.407 -0.678
H -1.591 -16.822 0.036
S -4.256 -13.671 0.139
C -4.808 -15.309 0.272
C -5.886 -15.895 -0.337
C -6.134 -17.225 -0.057
C -5.260 -18.043 0.644
C -4.100 -17.463 1.167
C -3.930 -16.062 1.040
N -2.861 -15.331 1.528
C -2.901 -14.072 1.111
C -1.729 -13.136 1.399
C -1.710 -11.897 0.799
C -0.724 -10.976 1.131
C 0.320 -11.425 1.979
C 0.351 -12.729 2.464
C -0.701 -13.607 2.190
H -6.617 -15.420 -0.942
H -7.033 -17.712 -0.439
H -5.348 -19.086 0.716
H -3.287 -18.051 1.620
H -2.614 -11.534 0.307
H -0.724 -10.040 0.599
H 1.184 -10.748 2.163
H 1.268 -13.039 2.940
C -4.871 -19.314 6.019
C -4.602 -18.468 4.707
C -3.323 -17.860 4.454
N -2.288 -17.489 4.168
H -5.969 -19.408 5.994
H -4.495 -18.745 6.868
H -4.368 -20.272 6.079
H -5.336 -17.661 4.725
H -4.621 -19.128 3.821

Forces on the atoms, in the same order (eV/Å):
Nd 0.06 0.77 0.37
C 0.17 0.33 1.85
C -1.93 0.68 0.55
C -0.01 -0.01 -0.61
C -0.10 0.81 0.96
C 1.66 -0.90 -0.02
C -0.11 -0.12 0.37
N 1.62 -1.01 -1.02
C 0.71 0.30 -0.22
C 0.22 -0.87 1.07
C 0.03 -0.47 1.32
C 0.39 -0.25 0.23
C -0.76 0.52 -1.57
N -0.29 0.06 0.02
C -1.35 -0.04 0.84
C 0.37 -0.09 -0.72
C -1.17 -0.04 -0.02
C -0.18 0.39 -0.10
C 1.20 -0.46 -0.02
C -0.84 0.53 -0.53
N 0.66 0.20 0.41
H -0.29 0.09 -0.05
H -0.47 -1.56 -1.16
H 0.21 1.44 -0.65
H 0.05 -0.10 0.15
H -0.04 0.07 -0.14
H -0.79 0.17 -0.12
H -0.23 0.09 -1.05
H -0.29 0.90 -0.53
H 0.31 -0.27 -0.31
H 0.40 0.09 0.64
H 0.61 -0.26 -0.68
H 0.04 0.01 0.57
H 0.21 -0.26 0.33
H -0.20 -0.44 0.36
H 0.38 0.25 -0.42
S 0.12 0.00 0.13
C 0.17 0.42 -0.25
C -0.91 -1.12 0.53
C -0.84 -0.91 -0.47
C 1.93 1.74 0.40
C 0.02 0.57 0.00
C 0.05 -0.97 0.12
N 0.17 0.59 -0.10
C 1.58 0.12 0.48
C -1.71 -1.08 -0.60
C -0.93 1.47 0.80
C 0.72 -1.44 0.08
C 0.43 1.23 -0.82
C -0.33 0.52 -0.75
C 0.69 -1.43 0.68
H -0.20 0.81 -0.41
H 0.20 0.36 -0.13
H -0.57 -1.17 0.04
H -0.57 0.13 -0.08
H 0.39 -0.14 -0.47
H 0.16 0.40 0.39
H -0.81 -0.54 -0.03
H -0.01 -0.19 0.46
C 0.32 1.09 -0.76
C -0.10 -1.01 0.39
C -0.66 -0.74 1.08
N 1.49 0.91 -0.62
H 0.61 -0.23 0.55
H -0.52 0.08 0.14
H -0.08 -0.16 -0.47
H -0.12 -0.19 -0.60
H -0.99 0.29 0.19

* HOMO-LUMO gap (alpha / beta): 7.40 / 7.43 eV
* multiplicity: 4
* max |F|: 2.6 eV Å⁻¹
* expectation value of S²: 3.756
* HOMO level (alpha / beta): -13.26 / -13.26 eV
* net charge: +2
* DFT total energy: -68227.7155 eV
* E_LUMO (alpha / beta): -5.857 / -5.831 eV

Across the entries above, ΔE to the lowest compared entry with this formula, charge and spin takes the values 0.00; 83.85; 27.50; 0.00 kcal/mol, respectively.